This record from the Open Molecules 2025 dataset describes a molecular structure, C39H52BBiCl2N8O6S2. The level of theory is the ωB97M-V functional and the def2-TZVPD basis.

- E_HOMO: -8.66 eV
- Strongest force on any atom: 0.41 eV/A
- ΔE to the lowest compared entry with this formula, charge and spin: 83.0 kJ/mol
- Net charge: 0
- HOMO-LUMO gap: 8.42 eV

Positions of all 111 atoms, in Å:
Bi (-0.5239, 0.0945, -0.0572)
C (1.3442, 0.5529, 5.3754)
C (1.1640, 1.1599, 4.0235)
C (1.2756, 2.4881, 3.6844)
C (0.9842, 2.5639, 2.3155)
N (0.7061, 1.3416, 1.8554)
N (0.8287, 0.4776, 2.9071)
B (0.8267, -1.0608, 2.7965)
N (1.8016, -1.5743, 1.7260)
N (1.4018, -1.8444, 0.4533)
C (2.4148, -2.4779, -0.1317)
C (3.4954, -2.5862, 0.7620)
C (3.0580, -2.0160, 1.9360)
C (3.7745, -1.8461, 3.2327)
C (2.3646, -3.0616, -1.5214)
C (3.2532, -2.2269, -2.4529)
C (2.8879, -4.5035, -1.4708)
C (0.9359, -3.0778, -2.0517)
N (-0.5409, -1.7392, 2.5377)
N (-1.3487, -1.5824, 1.4388)
C (-2.3895, -2.4255, 1.5868)
C (-2.2419, -3.1122, 2.7888)
C (-1.0753, -2.6547, 3.3603)
C (-0.4593, -3.1225, 4.6370)
C (-3.4863, -2.6784, 0.5800)
C (-2.8448, -3.0323, -0.7651)
C (-4.4063, -1.4640, 0.4797)
C (-4.3320, -3.8729, 1.0310)
C (0.9920, 3.8587, 1.5274)
C (2.2882, 4.6229, 1.8439)
C (-0.1869, 4.7239, 2.0009)
C (0.9392, 3.6453, 0.0159)
H (1.5863, 1.3435, 6.0836)
H (2.1453, -0.1857, 5.3957)
H (0.4304, 0.0630, 5.7132)
H (1.5274, 3.2987, 4.3467)
H (1.1918, -1.4560, 3.8560)
H (4.4520, -3.0503, 0.5909)
H (4.7973, -2.2044, 3.1313)
H (3.2917, -2.4052, 4.0356)
H (3.8058, -0.7965, 3.5341)
H (4.2985, -2.2660, -2.1394)
H (2.9334, -1.1829, -2.4507)
H (3.1891, -2.6062, -3.4759)
H (3.9054, -4.5542, -1.0822)
H (2.8893, -4.9285, -2.4766)
H (2.2510, -5.1236, -0.8372)
H (0.6360, -2.0771, -2.3439)
H (0.2366, -3.4450, -1.2969)
H (0.8677, -3.7283, -2.9268)
H (-2.8949, -3.8643, 3.1930)
H (-1.0708, -3.9260, 5.0436)
H (-0.4031, -2.3257, 5.3790)
H (0.5492, -3.5029, 4.4780)
H (-2.2458, -2.2059, -1.1373)
H (-3.6165, -3.2231, -1.5114)
H (-2.2131, -3.9188, -0.6629)
H (-3.8683, -0.5695, 0.2042)
H (-4.8946, -1.2851, 1.4407)
H (-5.1683, -1.6344, -0.2802)
H (-3.7454, -4.7925, 1.0880)
H (-5.1301, -4.0259, 0.3033)
H (-4.7988, -3.6914, 2.0004)
H (2.3173, 4.9516, 2.8831)
H (2.3440, 5.5124, 1.2128)
H (3.1771, 4.0178, 1.6522)
H (-0.0924, 4.9424, 3.0663)
H (-1.1452, 4.2397, 1.8397)
H (-0.1858, 5.6716, 1.4578)
H (1.9011, 3.3097, -0.3640)
H (0.6950, 4.5888, -0.4758)
H (0.1719, 2.9342, -0.2776)
C (-1.4598, -1.3309, -4.0191)
C (-0.4296, -0.2513, -4.0162)
N (0.2936, 0.1303, -2.9962)
C (1.1859, 1.1156, -3.3684)
C (1.1082, 1.5015, -4.6694)
S (-0.0886, 0.5966, -5.4711)
C (2.2113, 1.5719, -2.4205)
C (3.1768, 2.4878, -2.7007)
S (4.2968, 2.5591, -1.4167)
C (3.3845, 1.3809, -0.5553)
N (2.3236, 0.9651, -1.1866)
C (3.8077, 0.9403, 0.8021)
H (-1.4740, -1.8374, -3.0612)
H (-1.2273, -2.0603, -4.7966)
H (-2.4561, -0.9353, -4.2095)
H (1.6991, 2.2411, -5.1829)
H (3.3026, 3.0752, -3.5946)
H (4.8887, 0.8061, 0.8484)
H (3.3172, 0.0010, 1.0315)
H (3.5147, 1.6719, 1.5564)
Cl (-3.0679, 5.4923, -5.5092)
C (-3.0947, 4.0444, -4.5452)
C (-4.1460, 3.1521, -4.6883)
C (-4.1530, 1.9971, -3.9250)
C (-3.1234, 1.7335, -3.0274)
C (-2.0891, 2.6498, -2.8917)
C (-2.0655, 3.8088, -3.6498)
C (-3.1532, 0.4335, -2.2707)
O (-4.0208, -0.3870, -2.4773)
O (-2.1261, 0.2403, -1.4758)
H (-4.9424, 3.3643, -5.3878)
H (-4.9555, 1.2778, -4.0162)
H (-1.2960, 2.4648, -2.1826)
H (-1.2623, 4.5256, -3.5458)
O (-3.2797, 2.9713, 2.0651)
Cl (-3.0128, 2.2569, 0.8658)
O (-4.2068, 1.8072, 0.2385)
O (-2.1907, 1.0526, 1.2635)
O (-2.2083, 3.0176, -0.0492)

Here are the Mulliken charges for atoms 1 to 99, given in e: Bi 6.24; C -1.32; C 0.24; C -1.14; C -1.14; N 0.64; N 0.65; B -2.65; N -0.07; N 0.59; C -0.41; C -1.27; C 0.35; C -1.39; C 2.71; C -1.76; C -2.00; C -1.02; N 0.39; N 0.29; C -1.39; C -0.79; C 0.47; C -1.44; C 2.91; C -1.24; C -1.75; C -2.55; C 3.12; C -2.03; C -1.62; C -1.12; H 0.46; H 0.22; H 0.19; H 0.59; H -0.27; H 0.56; H 0.48; H 0.22; H 0.21; H 0.40; H 0.16; H 0.48; H 0.30; H 0.49; H 0.40; H -0.65; H 0.24; H 0.64; H 0.65; H 0.45; H 0.17; H 0.26; H -0.16; H 0.51; H 0.44; H 0.18; H 0.41; H 0.45; H 0.48; H 0.46; H 0.45; H 0.45; H 0.45; H 0.27; H 0.38; H 0.08; H 0.48; H 0.03; H 0.72; H -0.41; C -0.93; C 0.23; N 0.80; C -0.72; C -0.50; S -0.31; C 0.02; C -0.63; S -0.28; C -0.03; N 0.69; C -0.48; H -0.25; H 0.55; H 0.29; H 0.47; H 0.48; H 0.70; H -0.50; H -0.04; Cl -0.24; C 0.14; C -0.77; C -0.86; C 0.28; C 0.81; C -1.17